*i*
A single C19H23N3O molecule. Source: OMol25; level of theory: ωB97M-V with the def2-TZVPD basis set.

* highest occupied orbital energy: -7.874 eV
* HOMO-LUMO gap: 8.54 eV
* LUMO: 0.0246 Eh

```
! RIJCOSX wB97M-V def2-TZVPD def2/J DEFGRID3
* xyz 0 1
H 2.21 0.22 0.67
H -0.48 3.67 1.12
H -2.51 0.31 -0.01
C 0.29 -2.35 1.72
C -1.73 3.81 -0.67
C -0.39 0.18 -4.02
H 4.68 -3.07 3.25
H -2.36 4.70 -0.66
H 3.22 -5.08 1.47
C 0.62 -1.06 1.31
C 1.26 -3.32 1.81
H -2.23 3.73 1.45
C 2.58 -3.05 1.50
N -0.41 -0.12 1.21
H 4.44 -3.93 0.92
H 0.12 -0.50 -4.69
C -2.41 1.18 -3.22
H 5.02 -4.81 3.17
C -2.73 1.27 0.46
C -1.70 1.92 -2.27
C 2.90 -1.76 1.08
C 0.33 0.91 -3.09
H -1.33 -0.48 1.42
C -0.32 1.77 -2.22
H 0.27 2.30 -1.49
H 1.40 0.80 -3.02
C -1.76 0.32 -4.08
H 0.98 -4.32 2.13
N -1.49 1.89 0.86
H 3.93 -1.52 0.83
H -2.33 -0.24 -4.81
H 3.47 -4.23 3.80
C -0.29 1.24 1.04
H -4.01 2.95 -0.12
H -0.74 -2.58 1.96
N -2.43 2.79 -1.44
O 0.76 1.84 1.08
C 4.24 -4.05 3.06
H -3.39 1.11 1.32
C 1.94 -0.77 0.98
C 3.65 -4.10 1.65
C -3.43 2.16 -0.60
H -4.10 1.55 -1.19
C -1.46 3.34 0.78
H -3.48 1.30 -3.29
H -0.80 4.06 -1.19
*
```

*ii*
A single C19H23N3O molecule. Source: OMol25; level of theory: ωB97M-V with the def2-TZVPD basis set.

* highest occupied orbital energy: -8.368 eV
* HOMO-LUMO gap: 8.73 eV
* LUMO: 0.0132 Eh

```
! RIJCOSX wB97M-V def2-TZVPD def2/J DEFGRID3
* xyz 0 1
C -4.01 -1.52 3.49
C -2.96 -0.15 4.77
H 0.51 -1.05 3.24
H -4.03 -1.89 5.68
H -0.23 1.95 -1.85
H -2.11 -0.45 5.39
H 0.87 1.26 2.76
H -3.07 0.28 2.68
C -4.15 -1.11 4.95
H -0.33 -0.01 4.42
H -0.65 -2.31 1.62
H -4.84 -1.25 2.81
H -5.11 -0.62 5.15
C 0.32 1.10 -2.25
C 3.81 0.34 -5.90
C 1.84 1.25 -2.22
C -1.46 -1.60 1.59
H -0.14 0.60 -3.08
C 4.39 0.12 -7.18
H 3.60 2.77 -3.56
C 3.44 1.78 -4.01
C -1.22 -0.40 0.59
C -2.84 -0.55 3.32
H 1.22 -0.76 -1.40
C 1.01 0.74 0.24
H -2.35 -2.15 1.29
C -0.32 -0.38 3.37
N 4.87 -0.17 -8.22
H -1.05 -0.80 -0.41
C 1.14 0.32 -1.24
H 2.89 -1.66 -5.71
N -0.05 0.38 1.07
H 1.83 -1.16 -3.53
C 2.60 0.83 -3.43
H 2.23 2.15 -1.71
O 1.90 1.45 0.71
N -1.56 -1.14 3.02
H -0.94 1.57 2.62
C -0.12 0.84 2.47
H 4.59 2.36 -5.73
C 2.44 -0.41 -4.05
C 3.08 -0.70 -5.27
H -2.07 0.26 0.53
H -3.23 0.88 4.89
H -3.73 -2.55 3.32
C 4.01 1.58 -5.28
*
```

Which of them is the least stable? Correct choice: *ii*.

*i*
2 unconnected molecules or ions with the total composition C3H3OS2. Source: OMol25; level of theory: ωB97M-V with the def2-TZVPD basis set.

* highest occupied orbital energy: -3.686 eV
* HOMO-LUMO gap: 7.32 eV
* LUMO: 0.1337 Eh

```
! RIJCOSX wB97M-V def2-TZVPD def2/J DEFGRID3
* xyz -1 1
H 0.66 -0.23 -0.63
S -2.41 -0.80 1.90
C -0.08 0.16 0.00
H -0.97 0.37 -0.51
C -0.78 -0.92 1.68
C 0.33 -1.35 2.43
O 1.14 -0.95 3.22
S 0.10 -2.93 1.60
H 0.17 0.90 0.75
*
```

*ii*
A molecular structure, C3H3OS2. Source: OMol25; level of theory: ωB97M-V with the def2-TZVPD basis set.

* highest occupied orbital energy: -3.549 eV
* HOMO-LUMO gap: 7.11 eV
* LUMO: 0.1309 Eh

```
! RIJCOSX wB97M-V def2-TZVPD def2/J DEFGRID3
* xyz -1 1
C -1.33 -1.00 -0.37
H 0.07 -2.09 1.03
H -1.58 -1.16 -1.42
C -4.00 0.07 0.46
C -0.48 -1.94 0.02
O -4.34 -0.20 1.56
S -1.72 0.42 0.53
S -4.55 0.46 -0.97
H -0.12 -2.54 -0.80
*
```

Which of them is the least stable? Correct choice: *i*.

*i*
A gas-phase ion, C7H10O2PS (charge -1). Source: OMol25; level of theory: ωB97M-V with the def2-TZVPD basis set.

* highest occupied orbital energy (alpha / beta): -2.766 / -2.767 eV
* HOMO-LUMO gap (alpha / beta): 6.02 / 6.02 eV
* LUMO (alpha / beta): 0.1196 / 0.1196 Eh

```
! RIJCOSX wB97M-V def2-TZVPD def2/J DEFGRID3
* xyz -1 1
O -2.35 -0.72 0.73
S 1.53 1.14 1.12
C -0.77 -0.19 -1.49
C -2.11 -0.23 -2.21
H 0.31 1.67 -1.57
C 2.30 0.49 2.59
H -0.45 -1.20 -1.43
H 2.10 -1.39 3.66
H -0.03 0.96 -3.18
C 0.26 0.72 -2.11
H 0.13 -2.18 2.08
H 2.99 1.00 3.17
O 0.98 2.51 1.24
C 0.69 -1.15 2.04
H -2.84 0.28 -1.51
C 0.25 -0.19 1.25
H 1.22 0.13 -2.26
C 1.81 -0.76 2.86
H -2.30 0.18 -3.23
P -1.26 0.27 0.35
H -2.48 -1.33 -2.09
*
```

*ii*
A gas-phase ion, C7H10O2PS (charge -1). Source: OMol25; level of theory: ωB97M-V with the def2-TZVPD basis set.

* highest occupied orbital energy: -2.600 eV
* HOMO-LUMO gap: 5.95 eV
* LUMO: 0.1232 Eh

```
! RIJCOSX wB97M-V def2-TZVPD def2/J DEFGRID3
* xyz -1 1
C 0.42 1.42 0.46
H 1.12 1.87 -1.58
O 0.00 -2.83 -1.90
C -0.51 -2.71 0.86
O 0.58 -0.46 2.39
C -0.47 -1.43 0.07
C -0.21 -1.50 -1.49
H -0.53 4.75 1.15
C 0.70 2.21 -0.64
H -1.44 -1.00 0.37
P 0.86 -0.36 0.92
H 0.62 -0.82 -1.67
H -1.55 -2.91 1.18
C 0.43 3.52 -0.38
H 0.79 -3.26 -1.56
H 0.00 -2.29 1.83
S -0.23 2.34 1.76
H -1.08 -1.20 -1.97
H -0.01 -3.53 0.50
H 0.64 4.41 -1.15
C -0.11 3.78 0.84
*
```

Which of them is the least stable? Correct choice: *i*.

*i*
A single C4H5FS molecule. Source: OMol25; level of theory: ωB97M-V with the def2-TZVPD basis set.

* highest occupied orbital energy: -8.476 eV
* HOMO-LUMO gap: 9.37 eV
* LUMO: 0.0329 Eh

```
! RIJCOSX wB97M-V def2-TZVPD def2/J DEFGRID3
* xyz 0 1
S 1.55 0.46 -0.97
F -1.94 -0.75 -0.33
H -0.22 1.99 -0.57
H -0.66 0.68 -1.81
H 2.31 -1.14 0.65
H -0.15 -1.47 1.57
C -0.90 0.07 0.23
H -1.38 0.66 0.95
C 1.39 -0.65 0.31
C 0.19 -0.78 0.83
C -0.19 0.94 -0.86
*
```

*ii*
A single C4H5FS molecule. Source: OMol25; level of theory: ωB97M-V with the def2-TZVPD basis set.

* highest occupied orbital energy: -8.873 eV
* HOMO-LUMO gap: 8.18 eV
* LUMO: -0.0256 Eh

```
! RIJCOSX wB97M-V def2-TZVPD def2/J DEFGRID3
* xyz 0 1
C 1.00 0.19 0.04
C 0.32 -1.05 -0.21
S 2.57 0.46 -0.08
H -1.81 -0.61 0.71
H -0.16 1.20 1.44
F 0.01 2.22 -0.36
H -1.48 0.17 -1.16
H 0.53 -1.61 -1.23
C -1.06 -0.11 -0.19
H 0.13 -1.91 0.61
C -0.05 1.04 0.42
*
```

Which of them is the least stable? Correct choice: *ii*.

*i*
A molecular structure, C2H7N4O. Source: OMol25; level of theory: ωB97M-V with the def2-TZVPD basis set.

* highest occupied orbital energy: -12.535 eV
* HOMO-LUMO gap: 8.66 eV
* LUMO: -0.1423 Eh

```
! RIJCOSX wB97M-V def2-TZVPD def2/J DEFGRID3
* xyz 1 1
C -0.87 -0.10 0.65
N 1.05 -0.06 -0.70
H 0.78 -2.25 -1.05
O -1.90 0.03 1.41
H -0.73 -2.34 0.73
H 0.85 0.06 -1.70
H -2.37 0.89 1.18
H 1.55 -1.71 0.38
H -0.08 2.85 0.43
C 0.01 0.65 -0.04
N 0.18 2.48 -0.55
H 1.17 2.47 -0.77
N 0.83 -1.48 -0.31
N -0.48 -1.48 0.33
*
```

*ii*
A gas-phase ion, C2H7N4O (charge +1). Source: OMol25; level of theory: ωB97M-V with the def2-TZVPD basis set.

* highest occupied orbital energy: -14.716 eV
* HOMO-LUMO gap: 11.40 eV
* LUMO: -0.1220 Eh

```
! RIJCOSX wB97M-V def2-TZVPD def2/J DEFGRID3
* xyz 1 1
O -0.55 -2.15 -1.05
C -0.38 0.52 0.58
H 1.39 -0.38 1.04
H 1.66 0.05 -1.33
C 0.55 -1.73 -1.26
H -1.58 1.29 2.04
H 0.50 0.37 2.29
N 0.49 -0.02 1.39
N -1.30 1.37 1.11
H -1.85 1.85 0.52
H 1.37 -2.16 -1.80
H -0.85 0.86 -1.56
N 0.76 -0.34 -1.24
N -0.20 0.46 -0.74
*
```

Which of them is the least stable? Correct choice: *i*.

*i*
A gas-phase ion, C5H10N3O (charge +1). Source: OMol25; level of theory: ωB97M-V with the def2-TZVPD basis set.

* highest occupied orbital energy: -13.837 eV
* HOMO-LUMO gap: 10.89 eV
* LUMO: -0.1082 Eh

```
! RIJCOSX wB97M-V def2-TZVPD def2/J DEFGRID3
* xyz 1 1
H -2.73 1.29 -0.43
C 1.68 -1.52 -0.06
H -1.69 1.02 -2.87
O -1.10 0.01 0.97
H 0.92 -2.01 -0.76
C 0.27 -1.16 2.58
H 1.17 -1.56 2.81
N -1.73 1.25 -0.87
N 1.08 -0.28 0.40
H 2.70 -1.50 -0.63
N 0.43 0.51 -0.56
H -1.87 2.69 -2.56
H 1.82 0.35 0.79
C 0.05 -0.50 1.50
C -1.41 1.78 -2.21
C -0.82 0.64 -0.22
H -0.42 -0.98 3.46
H -0.39 2.01 -2.27
H 2.03 -2.03 0.92
*
```

*ii*
A gas-phase ion, C5H10N3O (charge +1). Source: OMol25; level of theory: ωB97M-V with the def2-TZVPD basis set.

* highest occupied orbital energy: -11.498 eV
* HOMO-LUMO gap: 7.45 eV
* LUMO: -0.1487 Eh

```
! RIJCOSX wB97M-V def2-TZVPD def2/J DEFGRID3
* xyz 1 1
C 0.45 -1.35 -1.13
C 0.03 1.50 -0.48
N -1.26 1.25 1.72
H -1.45 -2.09 -1.73
H 1.09 1.52 -0.65
H -0.40 2.55 -0.42
C 0.81 -0.06 1.47
H -1.97 0.54 1.53
N 1.87 -0.64 0.65
H -1.55 2.16 1.28
H -0.66 -1.36 -3.15
O 0.75 -0.29 2.69
H -0.82 1.35 2.67
C -0.11 0.71 0.80
H 2.77 -0.97 1.01
C -0.41 -1.95 -2.10
H 0.19 -2.81 -2.46
H -0.63 1.16 -1.35
N 1.32 -1.20 -0.37
*
```

Which of them is the least stable? Correct choice: *ii*.